# C5H8

C5H8 as an isolated structure (ωB97M-V/def2-TZVPD, OMol25).

Results
Energy above the lowest of the compared OMol25 structures with the same formula, charge and spin ... 415.40 kJ/mol
Kohn-Sham gap ... 0.3462 Ha

The geometry in ORCA input format:
```
! RIJCOSX wB97M-V def2-TZVPD def2/J DEFGRID3
* xyz 0 1
C 0.581 1.312 -0.081
C 0.590 -0.251 0.072
C 1.782 -0.933 0.005
C -0.782 -0.853 -0.087
C -1.960 -0.154 -0.011
H 1.921 1.729 0.106
H -0.127 1.630 -0.817
H -0.035 1.585 0.804
H 2.693 -0.476 -0.189
H 1.529 -1.900 -0.069
H -0.755 -1.904 0.138
H -3.218 -0.529 -0.152
H -2.220 0.746 0.283
*
```

***

# C5H8

A single C5H8 molecule (ωB97M-V/def2-TZVPD, OMol25).

Results
Energy above the lowest of the compared OMol25 structures with the same formula, charge and spin ... 155.40 kJ/mol
SMILES ... C=CC(=C)C
Kohn-Sham gap ... 0.3661 Ha

The geometry in ORCA input format:
```
! RIJCOSX wB97M-V def2-TZVPD def2/J DEFGRID3
* xyz 0 1
C 1.080 -0.925 0.519
C 0.267 -0.036 -0.410
C 0.132 -0.296 -1.705
C -1.352 0.879 1.140
C -0.476 1.103 0.166
H 1.993 -1.236 0.016
H 1.171 -0.413 1.472
H 0.573 -1.880 0.687
H 0.776 -1.021 -2.189
H -0.240 0.498 -2.345
H -1.264 -0.030 1.725
H -2.349 1.296 1.232
H -0.310 2.062 -0.308
*
```

***

# C5H8

A single C5H8 molecule (ωB97M-V/def2-TZVPD, OMol25).

Results
Energy above the lowest of the compared OMol25 structures with the same formula, charge and spin ... 183.31 kJ/mol
SMILES ... C1=CCCC1
Kohn-Sham gap ... 0.3735 Ha

The geometry in ORCA input format:
```
! RIJCOSX wB97M-V def2-TZVPD def2/J DEFGRID3
* xyz 0 1
C -0.103 0.928 -0.789
C 1.338 -0.143 -0.360
C 0.628 -1.146 0.482
C -0.621 -0.833 0.824
C -1.192 0.362 0.128
H -0.613 1.301 -1.714
H 0.315 1.826 -0.344
H 2.187 -0.650 -0.891
H 1.841 0.639 0.207
H 1.031 -2.143 0.667
H -1.247 -1.494 1.410
H -2.164 0.078 -0.312
H -1.402 1.276 0.691
*
```

***

# C5H8

A single C5H8 molecule (ωB97M-V/def2-TZVPD, OMol25).

Results
Energy above the lowest of the compared OMol25 structures with the same formula, charge and spin ... 79.15 kJ/mol
SMILES ... C=C/C=C\C
Kohn-Sham gap ... 0.3627 Ha

The geometry in ORCA input format:
```
! RIJCOSX wB97M-V def2-TZVPD def2/J DEFGRID3
* xyz 0 1
C 1.972 -0.554 -0.014
C 1.136 0.721 -0.021
C -0.197 0.811 -0.077
C -1.173 -0.309 -0.075
C -2.488 -0.125 0.004
H 1.773 -1.257 -0.841
H 3.018 -0.276 -0.085
H 1.790 -1.076 0.969
H 1.687 1.666 0.073
H -0.587 1.773 -0.010
H -0.765 -1.285 -0.024
H -2.950 0.865 0.076
H -3.216 -0.954 0.024
*
```

***

# C5H82B3NO42

C5H82B3NO42 as an isolated structure (ωB97M-V/def2-TZVPD, OMol25).

Results
Kohn-Sham gap ... 0.3413 Ha

The geometry in ORCA input format:
```
! RIJCOSX wB97M-V def2-TZVPD def2/J DEFGRID3
* xyz 0 1
C 3.456 -1.332 0.877
C 2.089 -1.499 0.230
O 1.112 -1.165 1.229
B -0.166 -1.271 0.813
O -1.034 -2.282 1.189
B -2.123 -1.627 1.706
C -3.505 -2.360 1.939
O -4.601 -1.746 1.277
C -4.303 -1.441 -0.069
O -2.036 -0.234 1.993
B -1.442 0.478 0.977
N -1.457 1.956 0.961
C -0.917 2.341 1.972
O -0.276 2.677 2.902
O -0.763 -0.242 0.033
H 4.254 -1.516 0.174
H 3.487 -2.010 1.718
H 3.481 -0.319 1.271
H 2.024 -2.532 -0.079
H 2.050 -0.858 -0.641
H -3.402 -3.415 1.735
H -3.718 -2.302 3.003
H -3.918 -0.420 -0.130
H -5.233 -1.421 -0.616
H -3.667 -2.173 -0.563
O 0.884 0.898 -2.250
H 1.414 1.391 -1.614
H 0.190 0.507 -1.698
O -4.169 -4.815 3.269
H -5.123 -4.681 3.361
H -3.875 -5.043 4.158
O 5.493 -2.791 -1.605
H 5.469 -3.002 -2.544
H 6.428 -2.881 -1.368
O 0.121 -0.119 4.185
H 0.629 0.270 3.461
H -0.754 0.284 4.113
O 0.890 2.879 -4.314
H 1.030 2.545 -3.417
H -0.055 2.736 -4.454
O -0.277 -2.954 4.279
H 0.515 -3.457 4.480
H 0.024 -2.053 4.099
O 0.586 1.287 6.772
H 0.410 1.058 5.850
H -0.252 1.644 7.087
O -4.952 -0.855 -2.958
H -5.704 -1.234 -3.427
H -4.510 -0.325 -3.626
O -3.754 0.845 -5.465
H -3.142 1.258 -6.094
H -4.583 1.323 -5.597
O 8.442 -2.488 -1.648
H 9.252 -2.983 -1.484
H 8.748 -1.586 -1.806
O 2.180 -2.457 -2.385
H 2.184 -2.618 -3.334
H 3.101 -2.572 -2.120
O 4.615 -4.293 0.936
H 3.830 -4.693 0.552
H 4.975 -3.754 0.222
O -3.547 -2.041 -6.939
H -3.456 -1.214 -6.449
H -2.644 -2.349 -7.059
O -7.403 -2.228 -4.612
H -7.139 -2.231 -5.540
H -8.352 -2.387 -4.633
O 8.993 0.059 -0.243
H 8.065 0.204 -0.036
H 9.445 0.801 0.184
O -1.631 1.915 -6.792
H -1.841 2.823 -6.543
H -0.666 1.886 -6.851
O -2.283 1.721 5.887
H -1.770 2.091 5.161
H -3.145 2.148 5.801
O -7.394 1.053 -3.605
H -7.712 0.182 -3.872
H -6.797 0.873 -2.864
O -1.882 5.182 4.326
H -1.267 4.497 4.048
H -1.902 5.800 3.589
O -6.953 2.688 -5.927
H -6.988 2.164 -5.111
H -7.874 2.856 -6.140
O -1.376 1.321 -3.926
H -0.712 0.902 -3.364
H -1.993 0.625 -4.176
O 3.440 -0.397 7.373
H 3.956 -0.033 6.646
H 2.578 0.027 7.286
O 1.575 1.751 -7.207
H 2.159 1.069 -6.861
H 1.308 2.234 -6.411
O 2.759 2.521 8.955
H 2.007 2.059 8.567
H 3.140 3.006 8.219
O 9.436 2.805 0.469
H 9.419 3.320 -0.344
H 9.425 3.462 1.171
O 5.048 -0.393 -3.373
H 5.856 -0.887 -3.206
H 5.348 0.505 -3.548
O -1.567 -6.613 2.845
H -1.058 -6.195 2.146
H -2.417 -6.159 2.820
O 5.297 2.238 6.284
H 4.342 2.349 6.334
H 5.564 2.094 7.199
O -3.922 3.871 -6.017
H -3.812 3.595 -5.102
H -4.833 3.639 -6.225
O -5.217 2.474 -2.229
H -4.734 3.156 -1.753
H -4.697 2.332 -3.028
O 4.407 3.086 -8.073
H 4.725 2.964 -8.972
H 3.550 2.644 -8.060
O -7.911 -1.333 1.984
H -7.786 -0.498 2.443
H -7.014 -1.615 1.761
O 5.245 4.911 4.620
H 5.653 4.061 4.821
H 5.119 5.318 5.481
O 11.173 -2.488 0.473
H 10.243 -2.341 0.679
H 11.623 -1.753 0.897
O -6.814 -4.938 2.045
H -6.632 -4.930 1.101
H -7.756 -5.119 2.105
O -3.483 3.993 7.520
H -2.682 3.526 7.778
H -3.179 4.877 7.292
*
```

***

# C5H8Ag5BBr4F4O3

C5H8Ag5BBr4F4O3 as an isolated structure (ωB97M-V/def2-TZVPD, OMol25).

Results
Energy above the lowest of the compared OMol25 structures with the same formula, charge and spin ... 0.00 kJ/mol
Kohn-Sham gap ... 0.2203 Ha

The geometry in ORCA input format:
```
! RIJCOSX wB97M-V def2-TZVPD def2/J DEFGRID3
* xyz 2 1
Ag 2.310 -1.862 -2.990
Ag -0.515 2.772 -0.883
Ag 3.538 1.289 -2.262
Ag 0.202 0.515 -4.526
Ag 1.729 0.631 1.264
C 0.683 -0.201 -1.414
O 1.947 -0.396 -1.174
O 0.023 0.446 -0.549
O 0.229 -0.603 -2.580
B 2.434 3.129 -0.043
F 1.241 2.967 0.724
F 2.027 3.314 -1.428
F 3.159 4.194 0.364
F 3.268 1.964 -0.029
Br -2.931 -2.406 -0.738
C -3.066 -0.528 -1.147
C -3.102 0.325 0.101
Br -3.646 2.133 -0.421
H -3.988 -0.422 -1.713
H -2.253 -0.216 -1.796
H -2.122 0.412 0.555
H -3.833 -0.015 0.827
Br -0.365 -0.269 3.289
C -0.347 -1.871 2.197
C 0.812 -2.763 2.611
Br 2.507 -1.793 2.646
H -0.264 -1.645 1.135
H -1.300 -2.367 2.357
H 0.940 -3.639 1.983
H 0.685 -3.095 3.639
*
```

***

# C5H8AgFO4

C5H8AgFO4 as an isolated structure (ωB97M-V/def2-TZVPD, OMol25).

Results
Energy above the lowest of the compared OMol25 structures with the same formula, charge and spin ... 71.42 kJ/mol
Kohn-Sham gap ... 0.2865 Ha

The geometry in ORCA input format:
```
! RIJCOSX wB97M-V def2-TZVPD def2/J DEFGRID3
* xyz 0 1
C -1.704 -0.818 2.545
O -0.972 0.266 2.078
Ag 1.286 0.112 1.791
C -1.024 -1.487 3.733
H -2.722 -0.487 2.844
H -1.865 -1.594 1.765
H -1.708 -2.182 4.242
H -0.154 -2.072 3.394
H -0.664 -0.742 4.460
C -0.796 0.439 0.141
O -0.372 1.783 0.191
C -1.480 2.614 0.211
C -2.676 1.663 0.143
O -2.085 0.435 -0.269
O 0.034 -0.398 -0.215
F -1.430 3.414 -0.918
H -1.460 3.283 1.078
H -3.143 1.538 1.127
H -3.407 1.981 -0.607
*
```

***

# C5H8BBrF3O3

An isolated ion of composition C5H8BBrF3O3 and charge -1 (ωB97M-V/def2-TZVPD, OMol25).

Results
Energy above the lowest of the compared OMol25 structures with the same formula, charge and spin ... 358.93 kJ/mol
Kohn-Sham gap ... 0.2785 Ha

The geometry in ORCA input format:
```
! RIJCOSX wB97M-V def2-TZVPD def2/J DEFGRID3
* xyz -1 1
O 1.821 1.800 -0.082
C 1.991 0.432 0.459
C 0.589 -0.401 0.643
B -0.572 0.025 -0.490
O -1.409 -1.204 -0.701
C -2.727 -1.083 -0.030
C -2.907 0.565 -0.251
Br -4.472 1.217 0.825
O -1.544 0.986 0.136
C 3.122 -0.325 -0.458
F 3.630 -1.608 0.148
F 4.310 0.602 -0.519
F 2.688 -0.543 -1.887
H 1.706 2.370 0.759
H 2.455 0.558 1.535
H 0.770 -1.559 0.565
H 0.130 -0.073 1.693
H -0.119 0.548 -1.441
H -2.665 -1.475 1.078
H -3.631 -1.618 -0.589
H -3.163 0.784 -1.393
*
```

***

# C5H8BiFO4

C5H8BiFO4 as an isolated structure (ωB97M-V/def2-TZVPD, OMol25).

Results
Energy above the lowest of the compared OMol25 structures with the same formula, charge and spin ... 0.00 kJ/mol
⟨S²⟩ ... 0.7525
Kohn-Sham gap (alpha / beta) ... 0.2860 / 0.3409 Ha

The geometry in ORCA input format:
```
! RIJCOSX wB97M-V def2-TZVPD def2/J DEFGRID3
* xyz 1 2
O 1.297 0.863 -0.610
C 2.198 -0.124 -0.655
C 1.815 -1.187 0.378
O 1.201 -0.478 1.456
C 0.068 0.160 1.124
O -0.903 -0.663 0.774
O -0.138 1.300 1.591
C -2.175 -0.108 0.388
H 2.680 -1.728 0.773
F 3.501 0.345 -0.301
H 2.323 -0.564 -1.658
H 1.091 -1.883 -0.068
H -2.884 -0.925 0.558
H -2.413 0.721 1.064
C -2.190 0.337 -1.058
H -3.213 0.643 -1.320
H -1.533 1.201 -1.218
H -1.892 -0.484 -1.724
Bi 1.168 2.574 0.506
*
```

***

# C5H8Br2

A 2-piece molecular cluster, C5H8Br2 overall (ωB97M-V/def2-TZVPD, OMol25).

Results
Energy above the lowest of the compared OMol25 structures with the same formula, charge and spin ... 438.66 kJ/mol
Kohn-Sham gap ... 0.2976 Ha

The geometry in ORCA input format:
```
! RIJCOSX wB97M-V def2-TZVPD def2/J DEFGRID3
* xyz 0 1
C -0.062 -0.921 -1.099
C -1.961 0.441 0.159
C 1.086 -0.540 -0.569
C -1.502 1.579 0.883
C 1.998 -1.325 0.263
Br -3.560 0.880 -0.960
Br 1.456 1.419 -0.704
H -0.158 -2.012 -1.035
H -0.640 -0.228 -1.746
H -0.361 1.460 0.685
H -1.379 1.215 1.980
H -1.945 2.625 0.991
H 2.215 -1.025 1.286
H 2.950 -1.147 -0.246
H 1.861 -2.421 0.110
*
```